[1]
This record from the OMol25 dataset describes a structure of composition C22H24BrFN4O3Rh at a distorted geometry. The level of theory is ωB97M-V/def2-TZVPD.

Last column: Löwdin charge in e.
Element x y z (Å)
Rh1 0.5226 -4.9995 -1.4220  1.088
C1 -0.1266 -4.8168 4.4220  -0.012
C2 0.6990 -4.9874 3.1999  -0.197
C3 2.0953 -5.0131 3.2133  0.050
C4 2.8250 -5.1901 2.0435  -0.021
C5 2.1051 -5.3074 0.8748  -0.618
Br1 2.8466 -5.5763 -0.8986  0.984
N1 0.7734 -5.2542 0.8301  -0.033
C6 0.0793 -5.1204 1.9459  -0.020
H1 0.4853 -4.6929 5.3113  0.099
H2 -0.7760 -5.6801 4.5715  0.110
H3 -0.7875 -3.9556 4.3257  0.102
H4 2.6238 -4.9111 4.1489  0.144
H5 3.9034 -5.2400 2.0442  0.136
H6 -0.9989 -5.1293 1.8648  0.152
C7 -3.8464 1.1976 0.1334  -0.042
C8 -3.4529 0.9510 -1.3212  -0.161
N2 -2.3218 0.0318 -1.4149  -0.005
C9 -2.5991 -1.2648 -1.5716  0.067
C10 -1.6521 -2.2607 -1.5884  -0.008
C11 -2.1417 -3.7166 -1.7432  -0.552
O1 -3.2880 -3.9305 -1.4432  0.168
O2 -1.2517 -4.5205 -2.1589  -0.063
C12 -0.2786 -1.9571 -1.3835  -0.270
O3 0.6585 -2.7725 -1.1999  -0.031
C13 0.0128 -0.5333 -1.3307  -0.051
C14 1.3507 -0.1387 -1.2548  0.090
C15 1.6903 1.1719 -1.0924  -0.174
F1 2.9905 1.4509 -0.9705  0.092
C16 0.7064 2.2002 -1.0631  -0.113
C17 -0.6309 1.7875 -1.1637  0.078
C18 -1.0084 0.4457 -1.3069  -0.101
N3 1.0510 3.5198 -0.9348  -0.071
C19 0.2542 4.6097 -1.4471  -0.116
C20 0.0540 5.6971 -0.3802  -0.062
N4 1.3146 5.9039 0.3987  0.078
C21 2.4918 5.4372 -0.3739  -0.083
C22 2.4056 3.9285 -0.5872  -0.117
H7 -4.6735 1.9020 0.1569  0.093
H8 -3.0223 1.6129 0.7087  0.075
H9 -4.1729 0.2750 0.6098  0.089
H10 -3.1999 1.8813 -1.8313  0.124
H11 -4.3049 0.5067 -1.8411  0.138
H12 -3.6399 -1.5551 -1.6776  0.168
H13 2.1240 -0.8868 -1.3235  0.142
H14 -1.3975 2.5388 -1.0902  0.102
H15 -0.7189 4.2723 -1.7951  0.129
H16 0.7571 5.0274 -2.3290  0.145
H17 -0.7493 5.4229 0.3056  0.143
H18 -0.2346 6.6257 -0.8765  0.150
H19 1.2678 5.3974 1.2931  0.198
H20 1.4196 6.8975 0.6386  0.200
H21 3.4187 5.6745 0.1550  0.155
H22 2.5043 5.9685 -1.3264  0.146
H23 2.7165 3.4044 0.3210  0.141
H24 3.1268 3.6695 -1.3743  0.147

The spin multiplicity is 1. The LUMO energy (alpha / beta) comes out at -11.905 / -11.622 eV. As for the energy above the lowest of the compared OMol25 structures with the same formula, charge and spin: 238.5 kJ/mol. Its energy is -111046.0590 eV. The frontier orbital gap (alpha / beta) comes out at 0.154 / 0.165 hartree. For the strongest force on any atom, the calculation gives 5.13 eV Å⁻¹. Its charge is +3.

[2]
This record from the OMol25 dataset describes a structure of composition C22H24BrFeO3 at a distorted geometry. The level of theory is ωB97M-V/def2-TZVPD.

Last column: Löwdin charge in e.
Element x y z (Å)
Fe1 0.1149 -0.4832 0.1676  0.756
C1 -1.3147 -1.0820 2.2369  -0.202
C2 -1.5684 -1.8287 1.0442  -0.199
C3 -0.4002 -2.6120 0.7448  -0.211
H1 -2.5424 -1.9010 0.5547  0.098
C4 0.6050 -2.2465 1.7074  -0.206
C5 0.0351 -1.2953 2.6072  -0.205
H2 0.5329 -0.8235 3.4617  0.078
H3 -2.0590 -0.5091 2.7866  0.058
H4 -0.3344 -3.4149 0.0084  0.076
H5 1.5935 -2.7135 1.7873  0.089
C6 1.3067 1.8763 -0.0703  -0.196
C7 1.5574 1.6990 1.3078  -0.213
C8 2.2643 0.4893 1.4723  -0.205
H6 1.2946 2.4075 2.0868  0.033
C9 2.5169 -0.0761 0.1828  -0.224
C10 1.8937 0.7838 -0.7896  -0.211
H7 2.0318 0.7375 -1.8775  0.084
H8 0.8059 2.7350 -0.5355  0.094
H9 2.6236 0.0848 2.4354  0.086
H10 3.2378 -0.8692 -0.0473  0.068
O1 -1.3465 -0.4999 -1.4764  -0.224
C11 2.2884 -3.2518 -2.7966  -0.427
C12 0.8766 -2.9950 -2.8975  -0.109
C13 2.5893 -3.7988 -1.4715  -0.143
C14 3.0196 -2.0780 -3.2606  -0.153
C15 -0.8904 -1.4952 -2.1652  -0.259
H11 0.1584 -3.7684 -2.6498  0.025
H12 0.5067 -2.6325 -3.8842  0.037
H13 -0.6966 -1.2203 -3.2847  0.051
H14 -1.3055 -2.5764 -2.0979  0.052
H15 3.3528 -4.5581 -1.1722  0.064
H16 1.6770 -4.2078 -1.0574  0.045
H17 2.7809 -2.9304 -0.7975  0.060
H18 3.9450 -2.0420 -3.9417  0.073
H19 3.3343 -1.4390 -2.3959  0.064
H20 2.3204 -1.4374 -3.7654  0.047
Br1 -1.0638 2.0711 3.3726  0.875
C16 -2.0106 3.2406 2.2224  -0.568
C17 -2.2914 4.5492 2.6235  -0.140
C18 -3.0185 5.3959 1.7761  -0.122
C19 -3.4445 4.9530 0.5178  -0.105
C20 -3.1625 3.6461 0.1171  -0.023
C21 -2.5145 2.8038 1.0038  -0.173
C22 -2.2789 1.3808 0.5862  -0.620
O2 -3.2784 0.5984 0.6110  -0.010
O3 -1.0392 1.2088 0.3022  -0.136
H21 -1.9671 4.8844 3.6028  0.082
H22 -3.2530 6.4000 2.1005  0.079
H23 -4.0165 5.5928 -0.1402  0.083
H24 -3.4663 3.2481 -0.8526  0.125

The spin multiplicity is 6. The LUMO energy (alpha / beta) comes out at 4.655 / 4.654 eV. Its energy is -133769.6522 eV. The frontier orbital gap (alpha / beta) comes out at 0.148 / 0.204 hartree. For the strongest force on any atom, the calculation gives 3.50 eV Å⁻¹. Its charge is -2. The expectation value of S² is 8.806.

[3]
This record from the OMol25 dataset describes a structure of composition C22H24BrN7O2RuS2. The level of theory is ωB97M-V/def2-TZVPD.

Last column: Löwdin charge in e.
Element x y z (Å)
Ru1 0.0835 -0.2614 0.3901  0.874
C1 4.3288 0.8726 4.1030  -0.084
C2 4.4008 1.3582 2.6630  -0.266
N1 4.1442 0.3007 1.6946  0.002
C3 2.9457 -0.0934 1.2564  -0.740
S1 1.5178 0.7543 1.8346  0.663
N2 2.9188 -1.1282 0.4421  0.013
N3 1.6693 -1.4544 0.0360  -0.257
C4 1.4881 -2.5057 -0.6971  -0.309
C5 2.5806 -3.4302 -1.1121  -0.009
C6 0.0959 -2.7483 -1.0837  -0.209
C7 -0.3004 -3.8620 -1.8142  0.017
C8 -1.6370 -4.0198 -2.1342  -0.024
C9 -2.5538 -3.0650 -1.7203  -0.027
C10 -2.0977 -1.9825 -0.9953  -0.083
N4 -0.8100 -1.8275 -0.6833  -0.028
H1 4.5437 1.6922 4.7887  0.079
H2 5.0554 0.0796 4.2833  0.077
H3 3.3341 0.4879 4.3298  0.059
H4 5.3885 1.7601 2.4395  0.120
H5 3.6836 2.1598 2.4885  0.086
H6 4.9170 -0.2715 1.3896  0.150
H7 3.5342 -3.0662 -0.7465  0.073
H8 2.6225 -3.5066 -2.2001  0.098
H9 2.4049 -4.4311 -0.7110  0.096
H10 0.4331 -4.5909 -2.1253  0.119
H11 -1.9611 -4.8803 -2.7037  0.121
H12 -3.6047 -3.1491 -1.9558  0.118
H13 -2.7727 -1.2047 -0.6603  0.119
Br1 1.0249 -2.8805 2.8065  0.865
C11 -0.6540 -2.0514 2.9682  -0.701
C12 -1.4739 -2.4665 4.0076  -0.087
C13 -2.7122 -1.8717 4.1556  -0.014
C14 -3.0881 -0.8798 3.2649  0.027
C15 -2.2091 -0.5229 2.2670  -0.170
N5 -1.0008 -1.1007 2.1030  -0.033
C16 -2.5705 0.5819 1.2976  -0.576
O1 -3.6753 1.0754 1.3018  0.097
O2 -1.5782 0.9548 0.5483  -0.228
H14 -1.1318 -3.2397 4.6786  0.108
H15 -3.3703 -2.1764 4.9580  0.124
H16 -4.0388 -0.3698 3.3204  0.132
C17 -3.0917 3.8091 -1.2467  0.013
C18 -1.9073 3.4128 -2.0602  -0.235
C19 -1.5413 3.9573 -3.2607  0.044
C20 -0.4031 3.4443 -3.9035  -0.282
N6 0.3187 2.4574 -3.3853  0.107
C21 -0.0462 1.9474 -2.2130  -0.691
S2 0.9436 0.6901 -1.5698  0.751
N7 -1.1396 2.4154 -1.5689  0.131
C22 0.0656 4.0006 -5.2068  -0.011
H17 -3.5595 4.6983 -1.6599  0.091
H18 -2.8020 4.0001 -0.2134  0.102
H19 -3.8166 2.9935 -1.2340  0.102
H20 -2.1180 4.7580 -3.6983  0.127
H21 -1.3961 1.9694 -0.6661  0.083
H22 -0.6705 4.6634 -5.6552  0.083
H23 0.2995 3.1856 -5.8899  0.093
H24 0.9894 4.5580 -5.0419  0.099

The spin multiplicity is 2. The LUMO energy (alpha / beta) comes out at -3.092 / -3.875 eV. As for the energy above the lowest of the compared OMol25 structures with the same formula, charge and spin: 4.7 kJ/mol. Its energy is -132022.9264 eV. The frontier orbital gap (alpha / beta) comes out at 0.274 / 0.252 hartree. For the strongest force on any atom, the calculation gives 0.44 eV Å⁻¹. Its charge is +1. The expectation value of S² is 0.757.

[4]
This record from the OMol25 dataset describes a structure of composition C22H24BrNO5PtS at a distorted geometry. The level of theory is ωB97M-V/def2-TZVPD.

Last column: Löwdin charge in e.
Element x y z (Å)
Pt1 0.6172 -0.2269 0.3740  1.585
C1 1.4521 0.8905 -2.7705  -0.026
O1 0.9760 -0.1937 -1.9475  -0.315
C2 0.3499 -1.2443 -2.7025  -0.136
C3 -0.1796 -2.2844 -1.7307  -0.132
O2 0.6460 -2.3645 -0.5627  -0.257
C4 1.9501 -2.9211 -0.7342  -0.131
C5 2.7407 -2.4977 0.4761  -0.135
O3 2.7749 -1.0668 0.5960  -0.277
C6 3.7740 -0.4123 -0.2133  -0.024
H1 2.1483 0.5107 -3.5193  0.113
H2 1.9698 1.5883 -2.1175  0.099
H3 0.6209 1.3896 -3.2706  0.076
H4 1.0782 -1.6556 -3.4057  0.143
H5 -0.4899 -0.8557 -3.2837  0.153
H6 -0.2722 -3.2592 -2.2105  0.155
H7 -1.1525 -1.9696 -1.3648  0.122
H8 2.4156 -2.5513 -1.6510  0.136
H9 1.8890 -4.0097 -0.7911  0.159
H10 3.7529 -2.9012 0.4327  0.156
H11 2.2559 -2.8503 1.3853  0.126
H12 4.7626 -0.7624 0.0808  0.116
H13 3.6916 0.6511 -0.0042  0.104
H14 3.6232 -0.6003 -1.2767  0.093
S1 0.2724 2.6055 3.7056  1.168
C7 0.4770 3.5631 2.3063  -0.329
C8 0.6765 2.8188 1.1782  -0.152
C9 0.6586 1.4427 1.4697  -0.311
C10 0.4423 1.1815 2.7845  -0.538
C11 0.2588 -0.1618 3.2239  -0.240
C12 0.1691 -0.6014 4.5379  0.040
C13 -0.0890 -1.9367 4.7828  0.019
C14 -0.2724 -2.8182 3.7166  0.000
C15 -0.1370 -2.3445 2.4341  -0.072
N1 0.1328 -1.0521 2.2088  0.017
H15 0.4352 4.6386 2.3769  0.096
H16 0.8073 3.2572 0.1985  0.117
H17 0.2923 0.1001 5.3511  0.132
H18 -0.1590 -2.2931 5.8019  0.137
H19 -0.5304 -3.8548 3.8749  0.131
H20 -0.2463 -2.9842 1.5698  0.129
Br1 -1.7882 3.3624 -4.3952  0.788
C16 -2.7819 2.7352 -2.9149  -0.667
C17 -4.1673 2.7671 -2.9300  -0.089
C18 -4.8756 2.2565 -1.8487  -0.034
C19 -4.2112 1.7190 -0.7556  0.002
C20 -2.8258 1.6738 -0.7777  -0.137
C21 -2.0978 2.1912 -1.8441  -0.085
C22 -2.0401 0.9991 0.3133  -0.502
O4 -2.0982 1.3408 1.4576  0.152
O5 -1.2698 0.0267 -0.2283  -0.130
H21 -4.6915 3.2000 -3.7707  0.116
H22 -5.9566 2.2845 -1.8533  0.122
H23 -4.7622 1.3349 0.0921  0.131
H24 -1.0171 2.1447 -1.8545  0.086

The spin multiplicity is 1. The LUMO energy comes out at -8.565 eV. As for the energy above the lowest of the compared OMol25 structures with the same formula, charge and spin: 152.8 kJ/mol. Its energy is -119037.3732 eV. The frontier orbital gap comes out at 0.192 hartree. For the strongest force on any atom, the calculation gives 3.22 eV Å⁻¹. Its charge is +2.